Entry 1:
{"formula": "C5H8N", "method": "ωB97M-V/def2-TZVPD", "elements": ["C", "C", "C", "C", "C", "N", "H", "H", "H", "H", "H", "H", "H", "H"], "positions_angstrom": [[-1.54, 0.85, 0.41], [0.08, -1.65, 0.35], [-0.91, 0.17, -0.78], [-0.91, -0.58, 0.42], [0.44, -0.31, -0.41], [1.62, 0.67, 0.01], [-1.01, 1.68, 0.97], [-2.60, 0.83, 0.50], [0.56, -2.12, 1.22], [-0.11, -2.44, -0.35], [-1.37, 0.33, -2.35], [2.56, 0.32, 0.30], [1.27, 1.36, 0.69], [1.93, 0.89, -0.97]], "lowdin_charge": [0.02, 0.03, -0.21, -0.14, -0.18, 0.23, 0.12, 0.10, 0.13, 0.11, 0.27, 0.17, 0.16, 0.19], "homo_ev": -13.19, "relative_energy_ev": 8.1420, "charge": 1, "largest_force_ev_per_a": 5.60, "energy_ha": -249.525932, "lumo_energy_ha": -0.1384}

Entry 2:
{"formula": "C9H14", "method": "ωB97M-V/def2-TZVPD", "elements": ["C", "C", "C", "C", "C", "C", "C", "H", "H", "H", "H", "H", "H", "H", "H", "C", "C", "H", "H", "H", "H", "H", "H"], "positions_angstrom": [[-0.04, -3.46, 1.22], [-1.55, 0.02, -0.48], [-2.17, -1.18, -0.79], [-0.49, 0.17, 0.36], [-1.66, -2.35, -0.29], [0.02, -0.97, 0.99], [-0.60, -2.19, 0.64], [-1.98, 0.95, -0.98], [-2.94, -1.13, -1.56], [0.19, 1.05, 0.20], [-1.94, -3.29, -0.74], [0.92, -1.03, 1.57], [-0.02, -3.21, 2.25], [1.07, -3.48, 1.04], [-0.44, -4.37, 0.65], [1.63, 2.77, -1.17], [1.25, 3.53, 0.12], [1.44, 3.27, -2.00], [2.63, 2.29, -0.95], [1.14, 1.64, -1.27], [2.22, 3.63, 0.70], [0.49, 2.90, 0.65], [0.84, 4.43, -0.15]], "lowdin_charge": [-0.07, -0.13, -0.10, -0.11, -0.05, -0.03, -0.28, 0.13, 0.11, 0.07, 0.10, 0.10, 0.06, 0.09, 0.11, -0.16, -0.15, -0.01, 0.08, 0.10, 0.09, 0.06, 0.02], "homo_ev": -8.79, "relative_energy_ev": 2.4891, "largest_force_ev_per_a": 8.19, "smiles": "Cc1ccccc1.CC", "energy_ha": -351.238717, "lumo_energy_ha": 0.0366}

Entry 3:
{"formula": "C10H13ClO3Re", "method": "ωB97M-V/def2-TZVPD", "elements": ["Cl", "C", "C", "C", "H", "C", "C", "H", "H", "H", "C", "Re", "C", "C", "O", "O", "H", "H", "H", "C", "C", "O", "H", "H", "H", "H", "H", "H"], "positions_angstrom": [[2.46, 0.06, -4.24], [-0.51, 2.57, 0.10], [-1.35, 1.67, 0.81], [-1.79, 0.68, -0.10], [-1.61, 1.73, 1.85], [-1.25, 0.97, -1.38], [-0.44, 2.13, -1.24], [0.11, 2.61, -2.04], [-0.03, 3.45, 0.51], [-2.44, -0.15, 0.12], [-1.49, 0.21, -2.64], [0.56, 0.49, 0.13], [1.49, 0.91, 1.80], [2.37, 0.55, -0.67], [2.02, 1.18, 2.79], [3.42, 0.63, -1.15], [-1.69, -0.84, -2.44], [-0.64, 0.27, -3.32], [-2.36, 0.61, -3.16], [0.59, -2.65, 2.30], [-0.20, -1.88, 1.24], [0.58, -1.48, 0.13], [1.04, -3.57, 1.87], [-0.08, -2.93, 3.14], [1.40, -2.01, 2.71], [-1.03, -2.53, 0.87], [-0.64, -0.99, 1.72], [1.53, -1.73, 0.30]], "lowdin_charge": [0.11, -0.12, -0.12, -0.09, 0.14, -0.32, -0.08, 0.15, 0.14, 0.15, 0.00, 1.43, -0.17, -0.17, 0.22, 0.19, 0.10, 0.07, 0.12, -0.02, -0.29, -0.19, 0.11, 0.12, 0.09, 0.16, 0.10, 0.16], "homo_ev": [-17.31, -17.43], "charge": 2, "largest_force_ev_per_a": 5.23, "spin_multiplicity": 4, "energy_ha": -1152.295343, "lumo_energy_ha": [-0.2884, -0.4073]}